# C7H9N3O3S

A single C7H9N3O3S molecule in a non-equilibrium geometry (ωB97M-V/def2-TZVPD, the OMol25 dataset).

Cartesian coordinates (Å):
C 2.43 -1.57 1.03
C 1.71 -0.47 0.51
N 2.40 0.63 0.19
C 1.53 1.63 -0.27
N 1.83 2.96 -0.57
O 2.90 3.19 -1.16
O 0.96 3.85 -0.32
C 0.30 1.09 -0.38
N 0.34 -0.23 0.09
C -0.71 -1.26 0.04
C -2.08 -0.74 -0.52
O -3.11 -1.59 0.01
C -2.40 0.67 -0.20
S -1.23 1.70 -1.15
H 2.17 -2.51 0.44
H 2.20 -1.68 2.08
H 3.48 -1.55 0.85
H -0.35 -2.19 -0.41
H -0.75 -1.73 1.04
H -2.05 -0.95 -1.53
H -3.97 -1.16 -0.06
H -3.32 0.98 -0.57
H -2.27 0.93 0.86

Results
- energy relative to the best compared isomer or geometry (same formula, charge and spin) (kJ/mol) = 331.5
- energy (a.u.) = -1060.168382
- HOMO-LUMO gap (Eh) = 0.315
- multiplicity = 1
- SMILES = Cc1nc([N+](=O)[O-])c2n1C[C@@H](O)CS2
- total charge = 0

natural (NBO) population analysis, charges in e, atoms 1 to 5: number 1, C, carries -0.66; number 2, C, carries 0.36; number 3, N, carries -0.41; number 4, C, carries 0.10; number 5, N, carries 0.49

# C22H51BN4O2RhSi2

C22H51BN4O2RhSi2 as an isolated structure in a non-equilibrium geometry (ωB97M-V/def2-TZVPD, the OMol25 dataset).

Cartesian coordinates (Å):
O -0.40 -1.31 -3.60
O 0.89 0.90 -5.04
C 0.36 -2.54 -4.02
C -0.42 -3.72 -3.49
H 1.36 -2.45 -3.60
H 0.41 -2.43 -5.11
H -0.58 -3.66 -2.41
H 0.13 -4.65 -3.68
H -1.38 -3.77 -4.00
C -1.68 -0.96 -4.41
C -1.51 -1.16 -5.90
H -1.89 0.09 -4.17
H -2.43 -1.64 -3.99
H -0.80 -0.44 -6.34
H -2.48 -0.98 -6.40
H -1.21 -2.19 -6.13
C 0.40 2.24 -4.87
C 2.15 0.67 -5.69
C -0.68 2.52 -5.89
H 1.22 2.98 -4.93
H -0.01 2.23 -3.84
H -0.28 2.48 -6.92
H -1.07 3.54 -5.73
H -1.51 1.80 -5.77
C 2.02 0.87 -7.18
H 2.38 -0.38 -5.46
H 2.91 1.33 -5.25
H 1.20 0.24 -7.57
H 2.96 0.57 -7.67
H 1.85 1.93 -7.42
H -0.06 -0.87 -2.68
Rh 0.01 -0.03 0.31
C 1.19 -0.34 -1.30
Si 3.02 0.29 -1.36
H 1.15 -1.41 -1.51
H 0.68 0.27 -2.08
C 3.84 -0.65 -2.76
C 4.19 0.02 0.04
C 2.82 2.10 -1.66
C -1.56 -0.99 -0.29
Si -3.13 0.03 -0.66
H -1.88 -1.69 0.50
H -1.27 -1.60 -1.18
C -4.17 -0.82 -2.00
C -2.60 1.74 -1.17
C -4.30 0.14 0.81
H 2.23 2.32 -2.54
H 3.79 2.58 -1.79
H 2.35 2.57 -0.79
H 3.55 -1.71 -2.76
H 4.93 -0.65 -2.63
H 3.68 -0.26 -3.76
H 3.99 -0.90 0.59
H 4.19 0.86 0.74
H 5.21 -0.06 -0.34
H -2.92 1.99 -2.19
H -1.50 1.81 -1.12
H -3.01 2.48 -0.48
H -5.34 0.08 0.46
H -4.18 1.10 1.34
H -4.13 -0.67 1.53
H -5.24 -0.67 -1.80
H -3.98 -1.90 -2.00
H -3.96 -0.43 -3.01
B 0.70 2.80 2.12
N 1.66 1.56 2.38
C 2.55 1.38 3.38
C 2.87 0.04 3.46
C 2.15 -0.61 2.46
N 1.44 0.32 1.80
N -0.70 2.14 2.43
C -1.50 2.34 3.50
C -2.28 1.20 3.72
C -1.89 0.28 2.72
N -0.97 0.88 1.93
H 0.80 3.24 1.01
H 0.93 3.60 2.99
H 2.88 2.24 3.97
H 3.57 -0.41 4.14
H 2.10 -1.66 2.19
H -1.43 3.24 4.08
H -3.02 1.04 4.47
H -2.23 -0.74 2.55

Results
- energy relative to the best compared isomer or geometry (same formula, charge and spin) (kJ/mol) = 2.6
- energy (a.u.) = -1952.296181
- HOMO-LUMO gap (spin up / spin down) (Eh) = 0.238 / 0.242
- multiplicity = 5
- ⟨S²⟩ = 6.01
- total charge = +1

Löwdin population analysis, charges in e, atoms 1 to 5: number 1, O, carries -0.15; number 2, O, carries -0.23; number 3, C, carries -0.13; number 4, C, carries -0.03; number 5, H, carries 0.12

# C32H29N4O2S3SiSr

C32H29N4O2S3SiSr as an isolated structure (ωB97M-V/def2-TZVPD, the OMol25 dataset).

Cartesian coordinates (Å):
Sr -0.57 -0.29 -0.88
C 6.54 1.37 -1.13
Si 4.71 1.82 -0.94
C 4.54 3.55 -1.64
C 4.34 1.77 0.89
C 3.74 0.52 -1.88
C 4.37 -0.60 -2.40
C 3.63 -1.63 -2.99
C 2.26 -1.51 -3.00
N 1.61 -0.44 -2.53
C 2.32 0.58 -1.99
S 1.44 1.96 -1.43
H 7.15 2.13 -0.64
H 6.84 1.33 -2.18
H 6.77 0.41 -0.67
H 5.33 4.20 -1.24
H 3.57 3.97 -1.39
H 4.63 3.54 -2.73
H 5.05 2.39 1.45
H 4.41 0.75 1.26
H 3.33 2.13 1.08
H 5.45 -0.69 -2.33
H 4.11 -2.52 -3.39
H 1.64 -2.29 -3.41
O 1.34 -1.06 0.83
S 0.58 -1.88 1.76
O 0.87 -3.29 1.82
N -0.90 -1.51 1.41
C -2.02 -2.15 1.87
C -2.09 -3.00 2.96
C -3.32 -3.56 3.37
C -4.48 -3.29 2.72
C -4.45 -2.43 1.59
C -5.61 -2.11 0.84
C -5.51 -1.30 -0.25
C -4.24 -0.80 -0.61
N -3.15 -1.06 0.07
C -3.23 -1.87 1.16
C 0.93 -1.23 3.38
C 1.47 -2.06 4.36
C 1.75 -1.53 5.61
C 1.47 -0.20 5.88
C 0.93 0.62 4.90
C 0.66 0.10 3.65
H -1.19 -3.24 3.51
H -3.33 -4.22 4.23
H -5.43 -3.72 3.03
H -6.56 -2.53 1.14
H -6.37 -1.04 -0.85
H -4.13 -0.18 -1.49
H 1.67 -3.09 4.12
H 2.17 -2.17 6.38
H 1.69 0.21 6.87
H 0.72 1.66 5.11
H 0.24 0.72 2.86
S -3.70 0.75 -4.90
C -3.23 -0.85 -5.27
C -2.40 -1.36 -4.32
C -2.07 -0.49 -3.22
C -2.72 0.71 -3.43
C -2.72 1.89 -2.57
C -3.37 3.09 -2.92
C -3.34 4.16 -2.06
C -2.66 4.05 -0.85
C -2.04 2.85 -0.58
N -2.07 1.80 -1.40
H -3.60 -1.33 -6.16
H -2.01 -2.37 -4.41
H -3.88 3.16 -3.87
H -3.84 5.09 -2.33
H -2.60 4.88 -0.15
H -1.47 2.73 0.33

Results
- energy relative to the best compared isomer or geometry (same formula, charge and spin) (kJ/mol) = 62.4
- energy (a.u.) = -3121.311577
- HOMO-LUMO gap (Eh) = 0.253
- multiplicity = 1
- total charge = -1

Löwdin population analysis, charges in e, atoms 1 to 5: number 1, Sr, carries 1.27; number 2, C, carries -0.20; number 3, Si, carries 0.48; number 4, C, carries -0.20; number 5, C, carries -0.18

# C3H5NO2

A single C3H5NO2 molecule in a non-equilibrium geometry (ωB97M-V/def2-TZVPD, the OMol25 dataset).

Cartesian coordinates (Å):
N 2.04 1.28 0.24
C 1.01 0.58 0.22
O -0.13 0.93 0.89
C -1.16 0.23 0.21
C -0.50 -1.10 -0.09
O 0.80 -0.59 -0.47
H 2.78 0.86 -0.32
H -1.36 0.68 -0.81
H -2.18 0.52 0.38
H -0.33 -1.84 0.70
H -0.98 -1.55 -0.95

Results
- energy relative to the best compared isomer or geometry (same formula, charge and spin) (kJ/mol) = 195.2
- energy (a.u.) = -322.499970
- HOMO-LUMO gap (Eh) = 0.395
- multiplicity = 1
- SMILES = N=C1OCCO1
- total charge = 0

natural (NBO) population analysis, charges in e, atoms 1 to 5: number 1, N, carries -0.71; number 2, C, carries 0.77; number 3, O, carries -0.48; number 4, C, carries -0.14; number 5, C, carries -0.10